A cluster of 7 separate species, C45H91FN4O9 in total in a non-equilibrium geometry. Source: the Open Molecules 2025 dataset; level of theory: the ωB97M-V functional and the def2-TZVPD basis.

```
150
Properties=species:S:1:pos:R:3:forces:R:3
C 4.86599 1.44573 2.70637 0.4 -0.7 -0.2
C 5.47808 1.96556 1.36883 0.6 -1.2 0.1
C 5.31645 3.46254 1.35943 -0.1 0.3 -0.6
C 6.99895 1.55540 1.40864 0.1 0.3 0.6
C 7.76797 1.57886 0.14186 -0.3 0.1 -1.7
C 7.10032 0.63335 -0.83136 -0.8 0.3 0.4
C 5.54426 0.94162 -1.09473 0.4 -0.7 0.1
C 5.37811 2.09410 -2.10557 0.3 0.0 0.2
C 4.97561 -0.36225 -1.77908 -0.5 0.6 0.4
N 4.81496 1.23637 0.22530 3.0 -1.2 -0.1
O 3.45718 1.46251 0.10337 -0.1 0.7 -0.3
H 4.94073 0.35846 2.72534 -0.3 -0.2 -0.3
H 5.47525 1.70785 3.57136 0.1 0.6 -0.1
H 3.83090 1.71668 2.91441 0.1 0.2 -0.3
H 5.76187 3.97830 0.50873 0.2 -0.2 -0.2
H 4.24489 3.65384 1.30245 0.0 0.4 0.4
H 5.80746 3.85657 2.24923 -0.4 0.2 0.1
H 7.65314 2.11771 2.07493 -0.9 0.7 0.7
H 7.16284 0.54664 1.78762 -0.7 -0.3 0.1
H 7.86935 2.52422 -0.39116 -0.2 0.6 0.5
H 8.78962 1.25395 0.33876 0.1 -0.1 0.0
H 7.20657 -0.33971 -0.35182 -0.3 -0.4 -0.4
H 7.70373 0.67924 -1.73794 -0.5 -0.4 -0.5
H 5.96586 2.95215 -1.77938 -0.3 0.3 0.1
H 4.32879 2.35134 -2.25000 0.0 0.1 0.3
H 5.75463 1.86975 -3.10357 0.2 -0.4 0.0
H 3.88842 -0.31534 -1.84183 -0.2 0.3 0.0
H 5.17908 -1.32488 -1.31000 0.4 0.2 0.5
H 5.32762 -0.45284 -2.80668 0.2 0.2 0.0
H 3.05508 0.68719 0.50188 -0.4 -0.3 0.0
C -5.81234 -0.23190 2.52257 0.0 -2.2 -0.4
C -5.85878 0.67701 1.29540 1.6 -0.1 0.6
C -7.09855 1.52553 1.33118 -1.2 0.2 0.4
C -4.59854 1.59117 1.62466 -0.7 1.0 -0.3
C -4.05684 2.33364 0.44297 1.0 -1.1 -0.7
C -3.83257 1.33728 -0.73229 -0.7 1.7 0.1
C -5.11127 0.56626 -1.17271 -0.1 0.6 -0.8
C -6.09674 1.57042 -1.91120 -0.2 -0.2 0.7
C -4.62811 -0.46973 -2.22315 -2.2 -0.5 0.4
N -5.75496 -0.12194 -0.00245 3.6 1.6 1.3
O -6.80159 -0.97289 -0.26891 -1.1 0.3 -0.4
H -5.40305 0.10141 3.47624 -0.7 1.1 0.0
H -6.75030 -0.77208 2.65113 -0.2 0.2 0.3
H -5.07536 -1.02170 2.37702 0.1 -0.2 -0.7
H -7.88831 0.97443 1.84173 -0.3 -0.2 -0.4
H -6.99146 2.38993 1.98651 0.2 0.3 -0.3
H -7.46650 1.81080 0.34562 0.1 0.1 0.2
H -4.97268 2.33811 2.32481 -0.3 0.0 0.2
H -3.79767 1.16520 2.22902 0.0 -0.9 -0.5
H -4.66368 3.18463 0.13368 -0.4 -0.3 -0.1
H -3.07388 2.77241 0.61430 0.1 0.1 0.5
H -2.92291 0.73868 -0.68449 -0.3 -0.5 0.8
H -3.51848 2.07173 -1.47394 -0.4 -0.4 -1.0
H -7.10687 1.17315 -2.01076 0.1 -0.7 -0.3
H -5.75067 1.89946 -2.89103 0.2 -0.2 0.0
H -6.34049 2.46777 -1.34246 0.7 0.2 0.2
H -4.13192 -1.32690 -1.76801 0.8 0.4 0.0
H -4.20793 -0.04608 -3.13533 0.6 0.1 0.5
H -5.54795 -0.94104 -2.56936 -0.3 -0.1 -0.3
H -6.44829 -1.85868 -0.15860 0.1 -0.1 0.1
C -1.78133 5.93280 4.72631 1.8 -0.9 0.1
C -0.66907 4.83180 5.19952 -0.8 1.7 1.3
C 0.01853 5.32136 6.56002 -0.9 0.4 -0.6
C -1.37608 3.54034 5.59028 -0.2 -1.6 -2.4
C -1.81687 2.70613 4.29551 -0.2 0.9 0.2
C -0.64583 2.58696 3.32611 0.5 -1.0 1.1
C 0.16581 3.82142 3.02137 -1.2 0.3 -0.9
C 1.44527 3.35476 2.31925 0.3 -0.3 1.1
C -0.69253 4.60010 1.98702 0.6 1.6 0.3
N 0.41392 4.55825 4.26344 -2.3 -4.2 -0.3
O 1.26792 5.56098 4.05936 1.4 2.7 0.1
H -2.43740 5.48699 3.97870 -0.2 0.1 0.4
H -2.33784 6.35944 5.56080 0.0 -0.3 0.1
H -1.24093 6.74561 4.24112 0.0 0.1 0.0
H 0.13330 6.40371 6.61871 0.1 0.1 -0.2
H -0.63663 5.07215 7.39474 -0.1 -0.1 0.0
H 0.98279 4.86512 6.78398 0.0 -0.3 -0.3
H -0.65185 2.88000 6.06730 0.1 0.1 0.3
H -2.22307 3.69640 6.25838 0.1 0.2 -0.1
H -2.13516 1.69699 4.55710 0.2 -0.1 0.4
H -2.69584 3.07208 3.76484 -0.1 0.7 0.2
H -0.88401 2.17587 2.34511 -0.4 -0.3 0.2
H -0.01776 1.86362 3.84613 0.6 -0.2 -0.3
H 2.10867 4.10979 1.89742 -0.6 0.2 -0.3
H 1.16241 2.57081 1.61675 0.2 0.3 -0.4
H 2.06819 2.85955 3.06412 0.0 -0.1 0.2
H -0.76286 4.18840 0.98021 0.2 -0.4 0.2
H -0.19101 5.56331 1.89321 0.0 0.3 -0.3
H -1.69082 4.86516 2.33527 0.0 -0.4 0.0
H 1.60390 5.61955 4.95674 1.0 0.7 -0.1
C 3.30728 -3.19386 -3.92355 0.7 0.5 -0.2
C 2.79093 -2.51994 -5.21554 0.0 -1.7 -0.9
C 3.57725 -1.30343 -5.52712 0.7 1.9 0.5
C 3.03197 -3.49428 -6.52048 -1.2 -1.1 1.5
C 1.94334 -4.62064 -6.67246 -0.7 1.3 1.3
C 0.54316 -3.94648 -6.59975 1.3 1.0 -0.6
C 0.29189 -3.06933 -5.31525 0.3 -1.5 -0.3
C -0.92602 -2.27334 -5.61370 -2.0 0.6 -0.5
C -0.01701 -4.11424 -4.18492 1.4 1.5 1.6
N 1.40789 -2.06875 -5.08256 -1.8 -2.2 -2.2
O 1.08952 -1.26562 -3.97738 0.7 -0.3 0.5
H 3.37730 -2.38469 -3.19662 -0.1 -0.2 0.3
H 2.75621 -4.03469 -3.50231 -0.3 0.2 -0.3
H 4.32696 -3.55002 -4.07024 0.1 0.0 -0.1
H 3.28661 -0.82014 -6.45989 0.2 -0.5 -0.4
H 3.35825 -0.50104 -4.82263 0.0 -0.1 0.5
H 4.65590 -1.42643 -5.42966 0.1 -0.2 -0.4
H 3.17199 -3.01419 -7.48899 -0.4 0.6 0.3
H 3.98654 -3.97558 -6.30778 0.1 0.0 0.0
H 2.06987 -5.23226 -7.56578 0.0 0.2 -0.1
H 1.92800 -5.29618 -5.81718 0.6 -0.2 0.1
H -0.25613 -4.67154 -6.75309 -0.1 0.0 0.4
H 0.49504 -3.25773 -7.44321 -0.1 0.1 -0.2
H -1.28413 -1.51735 -4.91488 0.7 0.0 0.5
H -1.80145 -2.91839 -5.68878 0.0 -0.4 -0.2
H -0.86868 -1.76438 -6.57586 0.3 0.0 -0.1
H -0.84886 -4.81840 -4.20201 0.0 0.2 -0.9
H -0.17489 -3.52318 -3.28280 -0.3 0.2 0.3
H 0.89565 -4.63553 -3.89613 -0.1 -0.4 -0.4
H 1.09510 -0.38352 -4.35617 -0.1 0.2 0.1
O -0.49814 -6.23486 0.76839 -4.1 2.8 -2.3
C -1.49514 -5.69138 0.20490 4.8 -2.5 1.8
O -1.46224 -4.61307 -0.59059 0.1 1.2 0.2
C -2.80343 -4.19961 -0.92792 -0.8 -1.4 0.8
C -3.53988 -5.48646 -0.64228 -0.2 -0.9 -1.3
F -3.60748 -6.22651 -1.80315 -0.1 -0.2 0.0
O -2.71071 -6.21708 0.25019 -1.5 0.6 0.0
H -3.33954 -3.55103 -0.23507 1.2 1.0 0.3
H -2.91780 -3.86696 -1.95960 0.4 -0.1 0.2
H -4.56614 -5.36230 -0.29663 0.2 -0.2 0.4
C 1.32802 -2.26063 -0.60475 -0.8 0.5 -0.6
C 0.62333 -1.13191 0.19276 -0.5 -1.8 -0.8
C -0.85879 -1.14910 0.33786 0.4 -0.9 -0.9
O 1.25547 -0.28584 0.71552 2.1 2.2 1.3
H 2.03707 -1.78001 -1.27880 0.4 -0.1 0.4
H 0.66977 -2.79039 -1.29334 -0.4 0.0 0.2
H 1.77297 -3.03521 0.01987 0.2 0.4 0.2
H -1.26692 -0.48319 1.09819 0.2 -0.2 -0.1
H -0.98325 -2.22247 0.48095 -1.1 0.0 0.3
H -1.22492 -0.88774 -0.65499 -0.4 -0.1 -0.1
C -2.45710 -4.97375 4.08060 -0.8 -0.1 0.1
C -2.57167 -3.60666 3.39099 0.8 0.8 -1.6
C -1.25822 -2.79068 3.23635 -0.8 -1.2 2.2
O -3.58207 -3.14486 2.87084 0.7 -1.2 1.0
H -3.36863 -5.17265 4.64420 -0.1 0.1 0.0
H -1.61606 -5.14675 4.75203 0.1 0.6 -0.1
H -2.39366 -5.80360 3.37673 0.0 0.2 -0.5
H -1.50113 -1.73425 3.12213 0.4 -0.3 -0.7
H -0.49253 -3.31818 2.66751 -0.3 0.4 -0.9
H -0.79902 -2.90864 4.21784 0.1 0.4 0.4
```
Positions in Å, forces in eV/Å.

## Properties
Largest force on an atom, eV/A: 5.7
Energy relative to the best compared isomer or geometry (same formula, charge and spin), kJ/mol: 0.0
Highest occupied orbital energy, hartree: -0.281
Energy, Eh: -2764.92141

Atom charges from the Mulliken analysis, given in e for atoms 1 to 5:
1 C -1.546
2 C 1.905
3 C -1.541
4 C -1.416
5 C -0.718